Record 1
The following is a DFT calculation (the ωB97M-V functional and the def2-TZVPD basis) of a molecular structure, C22H62F6FeN6O14S at a distorted geometry.

Structure (ORCA input):
```
! wB97M-V def2-TZVPD RIJCOSX def2/J DEFGRID3
* xyz 1 6
Fe 0.49043 -2.60896 -3.17961
C 3.39999 0.65451 -2.38760
F 4.03056 1.43052 -1.54313
F 2.22065 1.15892 -2.78427
F 4.15540 0.57143 -3.48401
S 3.05590 -1.04025 -1.61918
O 4.28675 -1.78667 -1.65300
O 2.53323 -0.78622 -0.29777
O 1.99573 -1.62047 -2.49828
C -1.63931 -1.25902 -1.23741
O -0.63368 -0.31610 -1.01454
O -1.05382 -2.24696 -1.99780
C -2.40548 -1.74042 0.02701
F -2.93009 -0.74242 0.74612
F -3.44492 -2.52579 -0.29169
F -1.56636 -2.37105 0.85463
C -0.99728 0.85656 -0.31363
C 0.07094 1.90448 -0.56216
H 0.06194 2.09008 -1.64027
H -0.20979 2.86482 -0.13097
H 1.06644 1.56421 -0.28636
H -1.11897 0.74798 0.76914
H -1.95365 1.28152 -0.64305
H -2.42767 -0.78995 -1.84244
C 5.01619 -6.06032 3.53645
C 3.81881 -5.66707 2.65537
C 2.46568 -5.65478 3.38729
O 1.58199 -4.98516 2.51136
C 0.24808 -4.91331 2.99076
N 4.18603 -4.44958 1.91495
H 5.99341 -5.93428 3.07426
H 4.89399 -7.09290 3.86211
H 5.06071 -5.40227 4.40947
H 3.72279 -6.42849 1.87561
H 2.49437 -5.12671 4.34808
H 2.11356 -6.68192 3.53616
H -0.32252 -4.48372 2.17242
H 0.13146 -4.32276 3.90439
H -0.05273 -5.92845 3.26896
H 4.56985 -3.80214 2.59698
H 3.39166 -3.98855 1.48856
C 2.47555 5.00065 -0.66862
C 2.59706 5.27056 0.81343
C 2.97100 3.96850 1.56465
O 3.27862 4.14148 2.92680
C 2.15371 4.46797 3.72822
N 3.71106 6.24438 1.04312
H 3.33524 4.39771 -0.97577
H 2.36103 5.90411 -1.26561
H 1.64432 4.33871 -0.94225
H 1.72507 5.71877 1.29225
H 3.89374 3.64714 1.07438
H 2.18005 3.21284 1.49346
H 1.26425 4.66487 3.12495
H 2.44419 5.35946 4.28360
H 1.84556 3.68113 4.42263
H 3.39538 6.99130 0.42430
H 4.54216 5.89699 0.56698
C -0.74426 2.95988 -4.20583
C -1.71267 1.78411 -4.05560
C -3.12204 2.28931 -3.62617
O -3.88707 1.18028 -3.15532
C -5.10465 1.56246 -2.56560
N -1.66332 0.99768 -5.29673
H -1.04723 3.77633 -3.54903
H -0.76678 3.43828 -5.18923
H 0.28388 2.60629 -4.13916
H -1.51513 1.07667 -3.24158
H -3.74290 2.74889 -4.40666
H -3.04006 3.06850 -2.86038
H -5.58722 0.64284 -2.23776
H -5.77677 2.10142 -3.24637
H -5.01468 2.28536 -1.74581
H -2.27278 1.45180 -5.97778
H -2.27702 0.16836 -5.18939
C -1.16784 2.50244 6.01679
C -0.33913 2.01412 4.81403
C -0.06560 0.52468 4.83601
O -1.20679 -0.29253 4.62390
C -0.78382 -1.62008 4.48792
N -0.98309 2.48548 3.59878
H -1.25506 3.58169 6.08957
H -0.74548 2.09128 6.93651
H -2.14020 2.00355 5.95799
H 0.62185 2.51491 4.96888
H 0.49774 0.26149 5.73876
H 0.67352 0.36842 4.03682
H -0.19507 -1.81207 3.58241
H -1.58894 -2.35325 4.39345
H -0.21782 -1.97103 5.35789
H -0.49102 2.10061 2.80122
H -1.96543 2.25553 3.56952
O -3.86184 3.01645 0.56863
H -3.83287 3.57453 1.35435
H -4.39444 2.25732 0.83027
O 1.37244 -3.98771 -2.04551
H 0.85296 -4.37738 -1.32106
H 2.29334 -4.24743 -1.87066
O -0.01593 -1.03574 -4.28568
H -0.74949 -0.41825 -4.51088
H 0.70211 -0.80413 -4.89785
O -0.68179 -3.89695 -4.23716
H -0.36490 -4.69959 -4.68023
H -1.62711 -4.04673 -4.08087
C -4.05949 -1.81476 -4.71016
O -3.74547 -0.90784 -5.50384
N -4.22699 -3.09504 -5.16529
N -4.29531 -1.58008 -3.41980
H -4.02350 -3.17619 -6.14651
H -4.36444 -3.83327 -4.50232
H -4.59585 -2.35998 -2.86258
H -4.15677 -0.63581 -3.06431
*
```

The calculation puts the HOMO-LUMO gap (alpha / beta) at 0.25283 / 0.15998 Ha. The total energy is -4518.1201 Ha. Its molecular weight is 836.67 g mol⁻¹. The max |F| is 0.08665 Eh/bohr.


Record 2
The following is a DFT calculation (the ωB97M-V functional and the def2-TZVPD basis) of a molecular structure, C22H62InN4NaO11S at a distorted geometry.

Structure (ORCA input):
```
! wB97M-V def2-TZVPD RIJCOSX def2/J DEFGRID3
* xyz 2 1
In 0.53762 2.56734 -3.45374
Na -1.75772 3.33834 0.71945
S 0.39721 0.96869 -0.09696
O -0.82990 1.50685 -0.74059
O 0.16529 -0.43487 0.32062
O 1.41043 0.97687 -1.15318
O 0.72329 1.79995 1.06287
C -2.63665 -1.65448 -3.50450
C -1.99344 -0.30431 -3.86435
C -2.96274 0.81163 -3.51691
O -2.36879 2.07587 -3.83756
C -3.32253 3.09424 -4.16634
N -0.71912 -0.22676 -3.12961
H -3.40351 -1.89533 -4.25055
H -3.04557 -1.58644 -2.49622
H -2.02767 -2.55438 -3.59454
H -1.72605 -0.30269 -4.92272
H -3.11325 0.88092 -2.43224
H -3.93291 0.74123 -4.00961
H -2.69404 3.98225 -4.24145
H -4.03554 3.20392 -3.34552
H -3.79613 2.88965 -5.12664
H -0.26051 -1.13651 -3.09274
H -0.89514 0.02034 -2.15518
C -3.84082 -0.08115 1.09499
C -3.25229 -1.26129 1.87145
C -3.30361 -2.60044 1.07009
O -4.63912 -2.74626 0.66400
C -5.60761 -3.03372 1.63887
N -1.90658 -0.95492 2.30597
H -3.77511 0.77023 1.77701
H -4.91159 -0.18967 0.94011
H -3.27038 0.08609 0.18140
H -3.79602 -1.44951 2.80126
H -3.05241 -3.51003 1.62790
H -2.64327 -2.64535 0.20496
H -5.81925 -2.17453 2.29672
H -5.25101 -3.81275 2.31808
H -6.54406 -3.21959 1.12136
H -1.19391 -0.84524 1.56101
H -1.54943 -1.74413 2.85361
C 5.24014 0.38436 -2.64729
C 4.06515 0.94031 -3.46924
C 3.13457 -0.19203 -3.88046
O 2.12545 0.27462 -4.74030
C 1.36135 -0.70433 -5.43630
N 3.40263 1.96323 -2.68243
H 5.86004 -0.20740 -3.32380
H 4.91361 -0.32538 -1.87632
H 5.78025 1.11655 -2.05112
H 4.51580 1.39731 -4.35303
H 2.83497 -0.74500 -2.98194
H 3.77234 -0.90354 -4.41784
H 1.99701 -1.11114 -6.22676
H 0.52171 -0.23103 -5.94046
H 1.03539 -1.48769 -4.75409
H 3.05393 1.55368 -1.81147
H 4.00264 2.71265 -2.34425
C -2.20951 1.26315 5.15902
C -1.06280 1.89360 4.39592
C 0.30620 1.23867 4.58131
O 0.73499 1.54248 5.90007
C 2.13047 1.37803 6.02677
N -1.40584 1.92261 2.95783
H -1.94338 1.07821 6.19974
H -2.33863 0.23845 4.77989
H -3.12561 1.83815 5.05658
H -0.99632 2.92494 4.76650
H 0.95752 1.85077 3.94539
H 0.34656 0.16897 4.34978
H 2.52099 1.40503 7.04122
H 2.66488 2.13589 5.44370
H 2.46714 0.41098 5.63251
H -0.55984 1.88895 2.38634
H -1.66162 0.92122 2.82098
C 3.82046 4.51517 3.18615
C 3.35261 3.38403 2.29791
O 2.42292 3.92664 1.36237
H 2.99679 5.02845 3.68218
H 4.43685 5.25427 2.67382
H 4.48987 4.15522 3.97541
H 2.85146 2.59375 2.85893
H 4.24160 2.99282 1.78960
H 1.72135 3.27196 1.23361
C 3.27885 -2.14352 0.17159
C 2.93337 -1.75698 1.57710
O 1.57510 -2.13324 1.88462
H 4.22476 -1.63608 -0.06032
H 2.60612 -1.76133 -0.59867
H 3.39448 -3.21719 0.03564
H 3.06962 -0.67984 1.73714
H 3.54979 -2.27275 2.31220
H 1.02223 -1.59232 1.28481
C -0.97200 -4.77269 -1.56124
C 0.00312 -3.79375 -0.91047
O -0.09607 -2.54009 -1.57515
H -0.88080 -4.62541 -2.63897
H -2.01442 -4.54241 -1.32613
H -0.81618 -5.82278 -1.32582
H 1.01319 -4.17234 -1.11245
H -0.09826 -3.72325 0.17592
H 0.07484 -1.82166 -0.93684
*
```

The calculation puts the HOMO-LUMO gap at 0.07630 Ha. The total energy is -2671.9645 Ha. Its molecular weight is 728.63 g mol⁻¹. The max |F| is 0.04264 Eh/bohr.


Record 3
The following is a DFT calculation (the ωB97M-V functional and the def2-TZVPD basis) of a molecular structure, C22H63F2N5O9PSr2 at a distorted geometry.

Structure (ORCA input):
```
! wB97M-V def2-TZVPD RIJCOSX def2/J DEFGRID3
* xyz 4 2
Sr 7.94895 -12.17281 13.72483
Sr 9.59327 -7.66062 16.98245
O 7.50344 -9.83223 13.62248
P 7.05889 -8.47424 13.89289
O 7.65048 -7.76094 15.01432
F 5.39418 -8.54348 14.25494
F 6.99367 -7.62273 12.54211
O 2.74674 -7.76088 13.80349
H 2.32823 -8.59966 13.60977
H 3.68154 -7.96275 13.84384
C 3.52661 -6.82648 10.58673
C 4.29367 -8.09797 10.63450
O 5.63284 -7.81530 10.38753
H 3.64961 -6.22843 9.68378
H 4.08692 -6.27020 11.33819
H 2.48939 -6.90702 10.91194
H 3.90978 -8.74679 9.84725
H 4.21387 -8.79241 11.47086
H 6.11386 -7.58942 11.18704
C 4.85623 -8.30445 17.36724
C 4.37132 -8.76165 18.72004
C 3.07255 -8.02644 19.08737
O 3.24916 -6.69419 19.44968
C 1.99008 -6.02681 19.69563
N 4.23398 -10.21668 18.91239
H 4.78103 -7.21726 17.34533
H 4.37992 -8.82385 16.53570
H 5.94004 -8.42034 17.37404
H 5.15909 -8.60497 19.45689
H 2.58562 -8.38248 19.99525
H 2.24736 -8.04059 18.37536
H 2.01670 -5.15443 20.34858
H 1.22734 -6.69050 20.10286
H 1.55357 -5.88107 18.70754
H 3.84256 -10.68125 18.10551
H 5.18790 -10.54436 18.85976
C 7.31985 -7.09836 21.10164
C 7.72839 -7.39623 19.58699
C 7.43511 -6.12432 18.77135
O 7.71875 -6.15994 17.36978
C 7.02703 -5.14464 16.63115
N 9.13392 -7.67511 19.45642
H 7.58948 -6.13613 21.53696
H 7.53841 -7.85214 21.85805
H 6.23223 -7.02633 21.10466
H 7.07170 -8.24336 19.38895
H 8.02836 -5.28618 19.13696
H 6.40293 -5.80187 18.90818
H 7.22315 -4.99013 15.57013
H 7.21541 -4.18429 17.11106
H 5.95076 -5.22546 16.78352
H 9.25102 -8.49269 20.03774
H 9.66645 -7.03256 20.02531
C 9.56470 -9.51494 10.28044
C 8.80343 -10.82300 10.59152
C 8.80443 -11.91394 9.39032
O 7.75677 -11.59891 8.47489
C 8.00184 -12.25809 7.23455
N 9.39346 -11.45426 11.74448
H 9.16086 -9.04439 9.38401
H 10.64494 -9.63279 10.36585
H 9.33406 -8.85394 11.11590
H 7.79633 -10.46242 10.80090
H 8.51935 -12.82404 9.91811
H 9.85159 -12.01432 9.10488
H 8.11865 -13.33867 7.31705
H 8.77117 -11.69072 6.71078
H 7.09859 -12.33426 6.62921
H 10.18388 -10.88076 12.00227
H 9.87127 -12.27990 11.41263
C 12.20050 -7.18941 13.92982
C 11.47368 -5.79548 14.20637
C 11.51444 -4.85255 12.95508
O 10.72733 -3.73574 13.42803
C 10.76070 -2.63544 12.42386
N 10.09798 -6.10574 14.52464
H 11.56955 -7.77273 13.25918
H 12.43719 -7.77288 14.81955
H 13.15503 -7.13676 13.40617
H 12.01303 -5.20436 14.94649
H 11.23299 -5.18523 11.95597
H 12.49278 -4.40606 12.77734
H 11.77872 -2.28448 12.25486
H 10.17755 -1.72795 12.58039
H 10.46584 -2.95911 11.42566
H 9.56374 -6.29898 13.68958
H 9.80922 -5.17031 14.77299
C 4.53859 -12.20289 10.39330
C 5.26443 -11.88836 11.61602
C 4.51275 -11.95881 12.97059
O 5.26752 -11.45405 14.08202
C 4.49389 -11.32800 15.24528
N 6.48253 -12.76109 11.72253
H 5.14532 -12.00750 9.50910
H 3.71460 -11.50098 10.26500
H 4.17204 -13.22420 10.29003
H 5.53690 -10.83362 11.65316
H 4.05703 -12.94118 13.09451
H 3.60447 -11.40143 12.74152
H 3.98393 -12.28304 15.37158
H 3.70764 -10.57379 15.21217
H 5.21233 -11.25779 16.06199
H 6.85000 -12.80055 10.78259
H 6.15690 -13.71714 11.71699
*
```

The calculation puts the HOMO-LUMO gap (alpha / beta) at 0.23244 / 0.10770 Ha. The total energy is -2428.1920 Ha. Its molecular weight is 785.98 g mol⁻¹. The max |F| is 0.08559 Eh/bohr.